[1]
Here is 2 unconnected molecules or ions with the total composition C4H10N4O from OMol25. Energies are from ωB97M-V/def2-TZVPD.

Element x y z (Å)
C  -3.36  1.15  0.62
N  -2.34  0.22  0.27
C  -2.24  -1.25  0.25
C  -1.20  -0.29  0.68
O  -0.09  -0.07  1.07
H  -3.88  0.85  1.53
H  -2.91  2.13  0.77
H  -4.08  1.21  -0.20
H  -2.77  -1.81  1.02
H  -2.24  -1.71  -0.73
N  4.16  0.19  -1.25
C  2.99  0.03  -0.78
N  2.11  1.08  -0.79
N  2.45  -1.16  -0.32
H  4.72  -0.66  -1.27
H  2.55  1.97  -0.98
H  1.40  1.08  -0.08
H  3.09  -1.89  -0.08
H  1.64  -1.08  0.27

The calculation puts the electronic energy at -12316.8442 eV. Its net charge is 0. The value obtained for the energy above the lowest of the compared OMol25 structures with the same formula, charge and spin is 1.691 eV. The HOMO energy is -8.3 eV. The value obtained for the gap between HOMO and LUMO is 0.326 Eh.

=====

[2]
Here is 2 unconnected molecules or ions with the total composition C10H16 at a distorted geometry from OMol25. Energies are from ωB97M-V/def2-TZVPD.

Element x y z (Å)
C  0.56  3.13  -1.13
C  0.21  2.00  -0.16
C  0.94  1.97  0.98
C  0.57  1.18  2.09
C  -0.61  0.52  1.88
C  -1.33  0.51  0.75
C  -0.97  1.17  -0.37
H  0.45  4.07  -0.70
H  -0.17  3.22  -1.92
H  1.65  3.09  -1.56
H  1.98  2.38  1.08
H  1.11  1.18  3.00
H  -1.13  -0.05  2.67
H  -2.22  -0.20  0.82
H  -1.25  1.04  -1.47
C  -1.33  -2.72  -0.58
C  -0.09  -1.73  -0.49
C  1.37  -2.29  -0.63
H  -1.91  -2.69  0.37
H  -1.14  -3.71  -0.87
H  -1.99  -2.33  -1.36
H  -0.06  -0.97  -1.27
H  -0.18  -1.44  0.57
H  1.67  -2.56  -1.59
H  2.28  -1.60  -0.11
H  1.59  -3.15  -0.01

The calculation puts the electronic energy at -10626.9680 eV. Its net charge is 0. The value obtained for the energy above the lowest of the compared OMol25 structures with the same formula, charge and spin is 2.776 eV. The HOMO energy is -8.9 eV. The value obtained for the gap between HOMO and LUMO is 0.362 Eh.

=====

[3]
Here is a molecular structure, C16H20BrCl5N2OPmS4 from OMol25. Energies are from ωB97M-V/def2-TZVPD.

Element x y z (Å)
Pm  0.55  0.46  0.15
C  -1.13  3.91  1.13
C  -0.99  3.00  2.34
S  -1.48  1.27  2.17
C  -3.18  1.27  1.57
C  -3.45  1.60  0.10
S  -2.30  0.83  -1.07
C  -2.04  2.17  -2.24
C  -1.52  3.49  -1.66
S  -0.24  3.38  -0.38
H  -0.76  4.90  1.40
H  -2.18  4.03  0.86
H  -1.55  3.46  3.17
H  0.05  2.93  2.67
H  -3.77  1.94  2.20
H  -3.54  0.27  1.80
H  -3.44  2.68  -0.05
H  -4.47  1.28  -0.12
H  -2.95  2.38  -2.80
H  -1.32  1.77  -2.96
H  -2.32  4.10  -1.25
H  -1.10  4.09  -2.48
Cl  3.80  -3.75  4.48
C  3.20  -2.32  3.75
C  3.46  -2.06  2.41
Cl  4.38  -3.16  1.46
C  2.96  -0.90  1.83
Cl  3.28  -0.53  0.15
C  2.18  0.00  2.55
O  1.64  1.05  1.92
C  1.95  -0.25  3.91
Cl  1.04  0.90  4.80
C  2.45  -1.40  4.50
Cl  2.15  -1.70  6.16
C  -1.20  -2.08  -3.17
N  0.21  -2.34  -3.02
C  0.69  -3.71  -2.86
C  2.21  -3.54  -2.65
N  2.34  -2.09  -2.60
C  1.17  -1.47  -2.79
S  1.00  0.24  -2.73
H  -1.74  -2.46  -2.31
H  -1.56  -2.56  -4.08
H  -1.35  -1.00  -3.24
H  0.45  -4.30  -3.75
H  0.20  -4.16  -2.00
H  2.79  -3.96  -3.48
H  2.54  -3.98  -1.71
H  3.19  -1.58  -2.53
Br  -0.27  -2.11  0.45

The calculation puts the electronic energy at -214494.3823 eV. Its net charge is +1. Its spin multiplicity is 5. The HOMO energy (alpha / beta) is -10.9 / -10.9 eV. The value obtained for the gap between HOMO and LUMO (alpha / beta) is 0.307 / 0.315 Eh.

=====

[4]
Here is C4H9NO in the gas phase from OMol25. Energies are from ωB97M-V/def2-TZVPD.

Element x y z (Å)
C  0.38  -0.15  -1.87
C  -0.22  0.72  -0.79
N  -1.27  0.12  0.03
C  -0.05  0.59  0.69
C  0.71  -0.47  1.50
O  -0.10  -1.59  1.73
H  1.31  0.28  -2.27
H  0.56  -1.16  -1.52
H  -0.34  -0.21  -2.71
H  -0.42  1.74  -1.12
H  -2.04  0.75  0.20
H  -0.16  1.52  1.24
H  0.99  0.00  2.45
H  1.65  -0.80  1.03
H  -0.98  -1.34  1.41

The calculation puts the electronic energy at -7830.2013 eV. Its net charge is 0. The value obtained for the energy above the lowest of the compared OMol25 structures with the same formula, charge and spin is 2.119 eV. The HOMO energy is -9.9 eV. The value obtained for the gap between HOMO and LUMO is 0.398 Eh.

=====

[5]
Here is 4 unconnected molecules or ions with the total composition C10H22N2O8 at a distorted geometry from OMol25. Energies are from ωB97M-V/def2-TZVPD.

Element x y z (Å)
C  2.38  4.96  5.15
N  2.40  3.80  4.19
O  3.41  3.09  4.10
O  1.39  3.57  3.57
H  2.30  4.48  6.12
H  1.60  5.67  4.89
H  3.33  5.50  5.10
C  1.72  -6.85  -1.93
N  2.67  -7.77  -1.14
O  3.27  -7.25  -0.21
O  2.88  -8.88  -1.62
H  2.04  -6.73  -2.97
H  1.70  -5.86  -1.47
H  0.73  -7.31  -1.95
O  -2.03  0.45  -1.99
C  -2.15  1.59  -1.52
O  -2.94  2.56  -1.95
C  -3.87  2.20  -2.85
C  -5.03  3.19  -2.95
C  -1.37  2.08  -0.37
H  -4.30  1.25  -2.56
H  -3.37  1.96  -3.79
H  -5.33  3.51  -1.96
H  -5.79  2.80  -3.62
H  -4.67  4.12  -3.40
H  -1.72  1.46  0.46
H  -1.58  3.11  -0.09
H  -0.32  1.92  -0.60
O  1.64  0.57  -0.46
C  1.23  0.19  0.61
O  0.35  -0.77  0.72
C  -0.10  -1.56  -0.41
C  0.93  -2.79  -0.51
C  1.53  0.85  1.88
H  -0.10  -0.94  -1.31
H  -1.09  -1.88  -0.08
H  0.72  -3.49  0.30
H  1.99  -2.52  -0.45
H  0.74  -3.37  -1.41
H  0.57  1.03  2.37
H  1.98  1.83  1.74
H  2.26  0.23  2.41

The calculation puts the electronic energy at -30071.2534 eV. Its net charge is +1. Its spin multiplicity is 2. The HOMO energy (alpha / beta) is -13.1 / -13.1 eV. The value obtained for the gap between HOMO and LUMO (alpha / beta) is 0.339 / 0.139 Eh.

=====

[6]
Here is a molecular structure, C20H50BrInN2O9P3 at a distorted geometry from OMol25. Energies are from ωB97M-V/def2-TZVPD.

Element x y z (Å)
C  4.44  4.41  -1.55
C  3.34  5.29  -2.19
C  1.92  4.75  -1.99
O  1.51  4.01  -3.11
In  1.31  1.98  -2.97
C  2.67  1.11  -4.53
C  4.04  1.48  -4.16
N  4.78  2.43  -4.63
C  -0.80  1.46  -3.27
C  -1.69  2.70  -3.25
C  -3.11  2.40  -2.78
Br  -1.76  3.47  -5.06
P  1.90  1.00  -0.66
N  0.56  0.81  0.22
H  5.22  4.13  -2.25
H  4.88  4.90  -0.68
H  4.00  3.47  -1.20
H  3.42  6.29  -1.75
H  3.52  5.39  -3.26
H  1.87  4.17  -1.05
H  1.24  5.61  -1.90
H  2.36  1.56  -5.48
H  2.52  0.03  -4.50
H  4.51  0.88  -3.37
H  4.25  2.93  -5.35
H  -1.11  0.79  -2.46
H  -0.88  0.94  -4.23
H  -1.27  3.47  -2.61
H  -3.11  2.35  -1.69
H  -3.46  1.46  -3.20
H  -3.79  3.20  -3.08
H  2.57  -0.23  -0.88
H  2.85  1.78  0.07
H  0.48  -0.19  0.40
O  3.52  0.02  4.14
P  2.76  -0.78  5.09
O  2.25  -2.17  4.48
C  2.90  -2.77  3.35
C  4.17  -3.52  3.70
O  1.38  -0.10  5.47
C  0.91  1.06  4.75
C  0.12  0.66  3.53
O  3.18  -1.12  6.58
C  4.03  -2.21  6.95
C  5.50  -1.88  6.75
H  3.10  -2.01  2.59
H  2.17  -3.46  2.93
H  4.90  -2.85  4.17
H  4.61  -3.94  2.80
H  3.97  -4.34  4.39
H  1.75  1.70  4.49
H  0.29  1.61  5.45
H  0.66  -0.06  2.91
H  -0.10  1.52  2.90
H  -0.83  0.20  3.82
H  3.73  -3.12  6.43
H  3.84  -2.37  8.01
H  5.68  -1.47  5.75
H  6.11  -2.78  6.87
H  5.83  -1.14  7.47
O  -4.68  -1.07  -0.17
P  -4.26  -1.83  -1.35
O  -5.02  -3.23  -1.47
C  -6.29  -3.44  -0.84
C  -7.46  -2.87  -1.62
O  -2.76  -2.31  -1.24
C  -2.00  -2.13  -0.04
C  -2.18  -3.28  0.92
O  -4.15  -1.30  -2.83
C  -5.24  -1.23  -3.77
C  -6.12  -0.02  -3.54
H  -6.28  -3.04  0.17
H  -6.40  -4.52  -0.76
H  -7.35  -1.79  -1.76
H  -8.39  -3.05  -1.09
H  -7.54  -3.33  -2.61
H  -2.25  -1.17  0.42
H  -0.95  -2.06  -0.35
H  -3.24  -3.49  1.09
H  -1.72  -3.05  1.88
H  -1.73  -4.19  0.53
H  -5.80  -2.17  -3.75
H  -4.77  -1.17  -4.75
H  -6.40  0.08  -2.50
H  -7.02  -0.09  -4.15
H  -5.59  0.89  -3.82

The calculation puts the electronic energy at -146046.7985 eV. Its net charge is -1. The HOMO energy is -4.4 eV. The value obtained for the gap between HOMO and LUMO is 0.244 Eh.

=====

> Which of these has the highest electronic energy?

C4H9NO

=====

> Which formula does entry 6 have?

C20H50BrInN2O9P3